(1)
Below is a cluster of 7 separate species, C19H58O25P6 in total at a distorted geometry, with properties calculated with ωB97M-V with the def2-TZVPD basis set.

Last column: Löwdin charge in e.
CARTESIAN COORDINATES (ANGSTROEM)
C -15.937 -10.719 -25.259  -0.1469
O -17.036 -10.325 -24.432  -0.1238
H -16.172 -10.705 -26.324  0.0685
H -15.064 -10.083 -25.114  0.0603
H -15.562 -11.726 -25.073  0.0551
H -16.819 -10.480 -23.510  0.0146
C -13.869 -3.144 -27.240  -0.0896
O -14.471 -4.353 -26.797  -0.2350
P -13.627 -5.411 -25.881  0.4993
O -13.217 -4.899 -24.561  -0.2295
O -14.599 -6.740 -25.911  -0.2406
C -14.913 -7.343 -27.174  -0.0984
O -12.385 -5.868 -26.852  -0.2355
C -11.099 -5.267 -26.674  -0.1082
H -12.879 -3.402 -27.616  0.0702
H -13.774 -2.497 -26.367  0.0940
H -14.408 -2.631 -28.036  0.0934
H -14.857 -6.727 -28.071  0.0882
H -15.883 -7.837 -27.112  0.0903
H -14.158 -8.121 -27.282  0.0863
H -11.156 -4.573 -25.835  0.0793
H -10.886 -4.685 -27.571  0.0810
H -10.268 -5.958 -26.537  0.0899
C -15.903 -13.378 -28.340  -0.0508
O -15.164 -14.625 -28.403  -0.2733
P -14.963 -15.483 -29.787  0.4793
O -16.151 -15.777 -30.593  -0.2189
O -13.734 -14.650 -30.474  -0.2097
C -12.714 -14.149 -29.669  -0.1402
O -14.246 -16.849 -29.237  -0.2464
C -13.722 -17.745 -30.217  -0.1010
H -15.142 -12.599 -28.288  0.0847
H -16.455 -13.406 -27.401  0.0763
H -16.557 -13.259 -29.204  0.0949
H -11.786 -14.721 -29.682  0.0914
H -12.918 -13.923 -28.622  0.0754
H -12.447 -13.193 -30.119  0.0916
H -14.168 -18.722 -30.034  0.0885
H -12.652 -17.842 -30.031  0.0898
H -14.020 -17.466 -31.228  0.0880
C -18.158 -13.934 -24.736  -0.1325
O -18.731 -14.335 -25.954  -0.2293
P -20.307 -13.914 -26.197  0.5090
O -21.134 -13.940 -24.947  -0.2536
O -20.306 -12.460 -26.919  -0.2148
C -19.596 -11.374 -26.298  -0.0896
O -20.754 -14.960 -27.370  -0.2223
C -20.775 -16.320 -27.055  -0.1263
H -17.716 -14.798 -24.241  0.0934
H -18.821 -13.376 -24.075  0.0715
H -17.333 -13.252 -24.949  0.0613
H -20.152 -10.437 -26.332  0.0961
H -18.658 -11.179 -26.818  0.0795
H -19.318 -11.637 -25.277  0.0446
H -20.620 -16.915 -27.955  0.0927
H -21.780 -16.488 -26.669  0.0927
H -20.009 -16.582 -26.325  0.0859
C -10.958 -14.490 -23.464  -0.1262
O -12.317 -14.792 -23.202  -0.2321
P -13.509 -14.074 -24.103  0.4736
O -14.871 -14.424 -23.745  -0.2063
O -12.943 -14.428 -25.590  -0.2309
C -12.896 -15.729 -26.117  -0.1113
O -13.195 -12.480 -24.008  -0.2375
C -13.565 -11.740 -22.826  -0.0878
H -10.434 -15.373 -23.831  0.0883
H -10.456 -14.081 -22.587  0.0886
H -10.855 -13.728 -24.236  0.0800
H -13.331 -16.486 -25.464  0.0990
H -11.897 -16.120 -26.311  0.0906
H -13.390 -15.752 -27.088  0.0541
H -13.704 -10.757 -23.276  0.0648
H -12.779 -11.610 -22.083  0.0896
H -14.510 -12.027 -22.365  0.0903
C -14.592 -10.374 -19.505  -0.1014
O -15.101 -9.093 -19.821  -0.2233
P -15.662 -8.710 -21.298  0.5469
O -16.595 -9.709 -21.871  -0.2337
O -14.217 -8.609 -22.075  -0.2216
C -14.015 -7.649 -23.097  -0.1211
O -16.176 -7.158 -21.059  -0.2019
C -17.514 -7.052 -20.555  -0.1065
H -14.507 -10.451 -18.421  0.0922
H -13.588 -10.551 -19.890  0.0788
H -15.287 -11.095 -19.935  0.0852
H -14.728 -6.824 -23.102  0.0796
H -14.060 -8.193 -24.040  0.0668
H -13.078 -7.095 -23.041  0.0866
H -18.143 -6.246 -20.934  0.0836
H -17.452 -6.729 -19.516  0.0931
H -18.110 -7.963 -20.598  0.0665
C -21.283 -7.052 -22.091  -0.1262
O -22.221 -8.113 -21.969  -0.2034
P -21.728 -9.379 -21.047  0.4714
O -20.796 -9.058 -19.934  -0.2482
O -23.136 -10.024 -20.590  -0.2210
C -23.161 -11.175 -19.699  -0.0770
O -21.215 -10.431 -22.155  -0.2009
C -19.955 -10.396 -22.670  -0.1388
H -20.314 -7.181 -21.609  0.0502
H -21.655 -6.182 -21.551  0.0911
H -21.056 -6.833 -23.134  0.0934
H -23.546 -12.021 -20.268  0.0899
H -23.942 -11.012 -18.957  0.0818
H -22.238 -11.333 -19.141  0.0873
H -19.303 -9.714 -22.124  0.0661
H -20.053 -10.032 -23.692  0.0897
H -19.486 -11.375 -22.574  0.0975

## Properties
DFT total energy, eV: -127575.267
Structure (SMILES): COP(=O)(OC)OC.COP(=O)(OC)OC.COP(=O)(OC)OC.COP(=O)(OC)OC.COP(=O)(OC)OC.COP(=O)(OC)OC.CO
2S+1: 1
Molar mass, g mol⁻¹: 872.49
ΔE to the lowest compared entry with this formula, charge and spin, kcal/mol: 73.7

(2)
Below is a cluster of 11 separate species, C19H60F6NO9P in total at a distorted geometry, with properties calculated with ωB97M-V with the def2-TZVPD basis set.

Last column: Löwdin charge in e.
CARTESIAN COORDINATES (ANGSTROEM)
N 12.757 -7.495 -9.411  0.3128
H 12.150 -7.048 -8.720  0.1444
H 12.737 -7.003 -10.302  0.1493
H 12.396 -8.437 -9.573  0.1422
H 13.713 -7.540 -9.024  0.0663
P 14.818 -7.236 -6.256  0.1886
F 13.620 -6.439 -7.013  -0.1430
F 13.775 -7.995 -5.268  -0.1530
F 14.650 -8.394 -7.378  -0.1542
F 16.029 -8.017 -5.570  -0.1207
F 15.882 -6.466 -7.213  -0.1599
F 14.924 -6.070 -5.176  -0.1069
C 18.333 -9.082 -7.806  -0.1667
O 19.333 -8.497 -8.611  -0.1157
H 17.351 -8.621 -7.977  0.0516
H 18.286 -10.143 -8.045  0.0721
H 18.525 -8.951 -6.736  0.0695
H 19.808 -7.800 -8.146  0.0414
C 14.365 -1.850 -2.718  -0.0596
C 14.294 -3.261 -3.225  -0.5139
C 14.823 -4.254 -2.194  -0.0518
O 12.937 -3.554 -3.563  -0.0613
H 13.601 -1.729 -1.945  0.0875
H 14.143 -1.110 -3.491  0.0726
H 15.369 -1.633 -2.358  0.0774
H 14.883 -3.379 -4.148  0.1072
H 14.148 -4.264 -1.334  0.0862
H 15.821 -3.961 -1.862  0.0780
H 14.884 -5.265 -2.600  0.0602
H 12.893 -4.498 -3.783  0.0388
C 13.595 -2.745 -6.895  -0.0518
C 14.887 -2.761 -7.717  -0.4681
C 16.057 -3.168 -6.844  -0.0611
O 14.715 -3.685 -8.794  -0.0582
H 13.594 -2.052 -6.056  0.0756
H 13.422 -3.755 -6.510  0.0666
H 12.749 -2.541 -7.555  0.0783
H 15.006 -1.756 -8.126  0.1325
H 16.872 -3.602 -7.431  0.0712
H 15.738 -3.939 -6.137  0.0497
H 16.447 -2.346 -6.242  0.0870
H 15.100 -4.523 -8.517  0.0424
C 16.361 -10.544 -2.287  -0.0597
C 17.525 -10.367 -3.237  -0.4965
C 17.360 -11.177 -4.506  -0.0622
O 17.718 -8.979 -3.525  -0.0568
H 15.448 -10.127 -2.723  0.0734
H 16.538 -9.986 -1.366  0.0790
H 16.208 -11.592 -2.021  0.0787
H 18.444 -10.705 -2.749  0.1357
H 16.411 -10.959 -5.007  0.0785
H 17.358 -12.247 -4.280  0.0805
H 18.189 -10.984 -5.188  0.0727
H 17.109 -8.756 -4.236  0.0340
C 15.550 -10.294 -11.054  -0.0528
C 14.982 -11.549 -10.406  -0.4894
C 15.191 -11.578 -8.905  -0.0498
O 13.590 -11.689 -10.713  -0.0535
H 16.635 -10.263 -10.935  0.0865
H 15.105 -9.408 -10.596  0.0478
H 15.319 -10.303 -12.119  0.0810
H 15.470 -12.418 -10.855  0.1375
H 16.257 -11.586 -8.667  0.0762
H 14.734 -12.467 -8.475  0.0854
H 14.779 -10.673 -8.447  0.0619
H 13.085 -11.268 -10.011  0.0693
C 19.988 -3.917 -6.850  -0.0593
C 20.143 -5.284 -6.203  -0.4780
C 18.839 -5.976 -5.903  -0.0508
O 20.940 -6.149 -7.044  -0.0556
H 19.417 -3.259 -6.191  0.0786
H 19.467 -3.986 -7.804  0.0819
H 20.977 -3.463 -6.954  0.0770
H 20.689 -5.138 -5.260  0.1364
H 18.181 -5.320 -5.335  0.0874
H 19.025 -6.868 -5.300  0.0824
H 18.339 -6.299 -6.818  0.0656
H 21.715 -5.626 -7.271  0.0840
C 10.266 -7.653 -3.241  -0.0522
C 11.473 -6.816 -2.844  -0.4734
C 12.516 -7.640 -2.114  -0.0459
O 12.033 -6.186 -3.992  -0.0701
H 10.495 -8.350 -4.050  0.0725
H 9.464 -6.993 -3.582  0.0794
H 9.861 -8.213 -2.395  0.0770
H 11.164 -6.003 -2.184  0.1419
H 12.048 -8.193 -1.299  0.0815
H 13.308 -7.012 -1.708  0.0723
H 12.949 -8.369 -2.805  0.0720
H 12.670 -6.782 -4.404  0.0392
O 15.463 -6.986 -9.843  -0.0573
H 16.125 -7.196 -10.508  0.0648
H 15.966 -6.817 -9.035  0.0186
O 12.074 -9.951 -6.683  -0.0674
H 11.633 -10.626 -6.161  0.0382
H 12.737 -9.567 -6.096  -0.0014

## Properties
DFT total energy, eV: -66194.398
2S+1: 1
Molar mass, g mol⁻¹: 591.65
ΔE to the lowest compared entry with this formula, charge and spin, kcal/mol: 0.0

HOMO energy: -10.073; -9.259 (eV)